(1)
Below is C28H26ClIN6O4SZr as an isolated structure in a non-equilibrium geometry, with properties calculated with ωB97M-V with the def2-TZVPD basis set.

Each line ends with the Löwdin charge.
Geometry (Å):
1 N -3.860 1.356 0.138  -0.070
2 H -5.756 -0.736 0.049  0.118
3 C 5.204 -1.691 1.374  -0.168
4 Cl 6.329 -4.138 1.143  0.683
5 H -2.163 1.966 1.287  0.068
6 H -3.122 3.340 0.600  0.104
7 H 1.019 5.411 0.104  0.136
8 C 0.559 3.846 -2.865  -0.034
9 N -0.140 -0.869 2.118  -0.014
10 H 1.049 5.902 -2.360  0.129
11 O 0.732 3.773 2.260  0.027
12 O 0.310 -2.038 -0.455  -0.260
13 H -2.253 -0.357 -3.207  0.074
14 H 0.706 3.966 -3.937  0.117
15 C -3.179 2.325 1.031  0.002
16 H -2.413 -1.703 -1.988  0.078
17 C 0.519 3.019 1.276  -0.423
18 C -5.874 0.153 -0.564  -0.149
19 O 2.126 -0.088 0.036  -0.366
20 C 0.562 3.328 -0.173  -0.171
21 H -0.929 -2.746 1.642  0.130
22 I 4.592 1.332 1.285  0.926
23 H -5.675 1.409 1.202  0.127
24 H -0.351 1.699 3.516  0.126
25 C 0.504 -2.803 3.274  -0.040
26 C 1.449 -0.673 3.955  0.009
27 N 2.287 -2.504 -1.543  -0.026
28 C -5.224 -0.026 -1.943  -0.119
29 S 0.587 -0.796 -2.816  0.663
30 H 1.424 1.813 3.183  0.118
31 H 4.327 -4.390 -3.363  0.093
32 C 0.830 4.618 -0.637  0.009
33 C 0.565 -0.134 3.010  -0.252
34 N 0.274 2.291 -1.005  0.019
35 C -2.952 -0.999 -2.599  -0.018
36 C 3.929 -3.853 -2.527  -0.125
37 H -5.505 0.793 -2.592  0.124
38 Zr 0.133 0.147 0.047  1.797
39 H 2.236 -0.032 4.431  0.142
40 H -3.789 2.406 1.918  0.082
41 C 0.937 -1.840 -1.574  -0.915
42 H 4.966 -5.033 -1.080  0.079
43 H 2.041 -2.645 4.790  0.114
44 C 0.222 2.611 -2.320  -0.110
45 C -5.310 1.371 0.163  -0.169
46 C 3.148 -0.967 0.213  -0.381
47 C 2.835 -3.059 -2.696  -0.128
48 C -0.235 -2.200 2.308  -0.124
49 C 0.470 1.354 2.935  -0.166
50 H 0.530 -3.886 3.423  0.114
51 H -6.986 0.314 -0.643  0.134
52 N 0.191 1.675 1.548  -0.160
53 C 1.415 -2.068 4.112  0.002
54 H -0.102 1.734 -2.921  0.062
55 C 4.403 -4.111 -1.257  -0.139
56 H 2.415 -2.741 -3.654  0.081
57 C -3.149 0.511 -0.691  -0.378
58 H -3.685 -1.465 -3.288  0.096
59 H 5.932 -1.446 2.157  0.090
60 C 5.145 -2.952 0.839  -0.667
61 N -3.766 -0.143 -1.711  -0.069
62 H -5.640 2.327 -0.284  0.133
63 C 4.250 -3.153 -0.283  -0.215
64 C 0.870 4.873 -1.987  -0.048
65 C 3.195 -2.199 -0.480  -0.083
66 O -1.887 0.421 -0.545  -0.179
67 C 4.248 -0.625 1.024  -0.764
68 H -5.520 -0.973 -2.400  0.121

HOMO-LUMO gap (spin up / spin down) (eV): 3.1 / 3.2
Energy relative to the best compared isomer or geometry (same formula, charge and spin) (eV): 1.160
Multiplicity: 1
Lowest unoccupied orbital energy (spin up / spin down) (eV): -0.791 / -0.791
HOMO (spin up / spin down) (eV): -3.907 / -3.947

=====

(2)
Below is a 2-piece molecular cluster, C28H26F4N overall in a non-equilibrium geometry, with properties calculated with ωB97M-V with the def2-TZVPD basis set.

Each line ends with the Löwdin charge.
Geometry (Å):
1 F 2.652 -3.296 2.172  0.058
2 C 2.025 1.383 -3.762  -0.187
3 C 1.316 -2.986 2.326  -0.210
4 H 0.062 0.827 1.215  0.057
5 H -1.101 -2.141 -0.788  0.143
6 C 4.012 0.918 3.019  -0.075
7 H -3.175 -1.508 -1.878  0.143
8 H 4.231 -0.001 -2.874  0.117
9 C 1.705 1.182 -0.028  -0.289
10 C -2.968 -1.862 0.217  -0.043
11 F -1.073 -2.427 5.001  0.066
12 C -1.602 -2.122 0.183  0.059
13 H 2.999 -0.498 1.716  0.103
14 H 4.500 0.142 3.612  0.105
15 H 1.434 1.895 -4.527  0.113
16 C 1.464 1.748 -2.387  -0.161
17 F -7.833 -0.535 1.437  0.066
18 C 3.712 1.474 -1.396  -0.163
19 N 2.273 1.234 -1.282  -0.087
20 H -3.495 -1.957 1.168  0.103
21 H 4.865 2.559 4.144  0.106
22 H 2.253 3.647 0.882  0.123
23 C 3.586 3.261 2.551  -0.070
24 C -0.536 -2.544 3.738  -0.200
25 H 4.245 0.902 -0.625  0.126
26 C -1.358 -2.301 2.649  0.082
27 H 3.603 2.850 -3.796  0.118
28 H -5.225 -1.109 -3.075  0.140
29 H 3.926 2.544 -1.216  0.130
30 H 0.442 1.375 -2.283  0.097
31 C 2.771 2.891 1.480  -0.033
32 H 1.907 0.304 -3.918  0.114
33 C 4.217 2.272 3.316  -0.080
34 C 4.276 1.089 -2.762  -0.183
35 C -7.113 -0.664 -2.121  -0.203
36 F -7.767 -0.482 -3.319  0.067
37 C -7.848 -0.504 -0.941  0.128
38 H -2.400 -2.020 2.797  0.127
39 H 3.724 4.320 2.776  0.108
40 H 1.428 -3.078 4.496  0.151
41 H 1.420 2.855 -2.324  0.136
42 C 3.496 1.761 -3.880  -0.209
43 C 0.400 0.832 0.182  0.031
44 H -0.277 0.543 -0.616  0.030
45 H 0.982 -2.834 0.195  0.144
46 H -8.900 -0.241 -0.951  0.151
47 C 0.553 -2.763 1.194  0.075
48 C -5.077 -1.183 -0.910  -0.188
49 C -3.693 -1.518 -0.916  0.067
50 C -0.815 -2.399 1.336  -0.195
51 C 0.809 -2.894 3.625  0.131
52 H 3.890 1.457 -4.854  0.112
53 H -5.306 -1.152 1.266  0.127
54 C -5.770 -0.992 -2.139  0.076
55 C 3.184 0.552 1.953  -0.043
56 C -7.149 -0.695 0.252  -0.201
57 C -5.803 -1.027 0.306  0.078
58 C 2.588 1.538 1.156  -0.206
59 H 5.331 1.380 -2.793  0.117

HOMO-LUMO gap (eV): 3.6
Energy relative to the best compared isomer or geometry (same formula, charge and spin) (eV): 0.000
Total charge: +1
Multiplicity: 1
Lowest unoccupied orbital energy (eV): -6.330
HOMO (eV): -9.938

=====

(3)
Below is C28H26IrN2O2S2 as an isolated structure, with properties calculated with ωB97M-V with the def2-TZVPD basis set.

Each line ends with the Löwdin charge.
Geometry (Å):
1 H 4.944 0.607 0.774  0.106
2 C 0.544 -6.172 -2.010  -0.016
3 C 0.012 -5.184 0.534  -0.211
4 H -2.589 -1.935 0.695  0.115
5 Ir 0.111 -0.095 -0.137  0.958
6 H 0.459 -9.027 -1.553  0.081
7 C 2.429 0.279 3.702  -0.111
8 H -0.819 -7.118 0.928  0.113
9 C -2.878 -1.237 -0.094  -0.156
10 S 0.300 -0.151 2.083  0.756
11 N -1.987 -0.081 -0.050  -0.144
12 H -2.314 -4.983 -2.801  0.103
13 H -2.398 -3.860 -0.618  0.111
14 H -2.696 4.127 0.271  0.104
15 H 4.104 0.597 4.975  0.107
16 H 2.488 -3.590 -2.387  0.090
17 C 1.522 -3.964 -2.734  -0.022
18 C -0.476 4.115 0.162  -0.085
19 H -0.989 -8.458 -2.373  0.077
20 H -0.630 -5.429 2.574  0.078
21 C -2.853 -1.935 -1.433  -0.226
22 O 0.087 -2.101 -0.444  -0.231
23 H -3.276 -0.146 -2.543  0.110
24 C 4.251 0.524 1.602  -0.106
25 C 0.989 -2.967 -0.063  -0.612
26 C 0.404 3.035 0.039  -0.146
27 C 2.889 0.288 1.327  -0.653
28 C 0.623 -4.382 -0.425  -0.081
29 C 1.974 0.163 2.381  -0.635
30 C -2.488 1.105 0.072  -0.086
31 C -0.076 -6.997 -1.077  -0.271
32 H 0.884 -3.100 -2.928  0.082
33 H -3.566 1.238 0.144  0.142
34 S 2.368 0.119 -0.291  0.783
35 C -2.544 -3.927 -2.752  -0.069
36 C -0.437 -8.415 -1.433  -0.054
37 H -0.197 5.154 0.223  0.092
38 C -2.755 -3.197 -3.913  -0.087
39 H -2.707 -3.687 -4.878  0.101
40 C 0.891 -4.863 -1.706  -0.208
41 C -1.766 3.586 0.189  -0.036
42 H 0.752 -6.554 -3.005  0.118
43 C 4.682 0.634 2.898  -0.080
44 C -2.594 -3.294 -1.520  -0.039
45 H 1.483 3.041 -0.005  0.098
46 C 3.761 0.510 3.952  -0.070
47 C -1.617 2.204 0.077  -0.336
48 C -3.025 -1.837 -3.836  -0.083
49 H -1.016 -3.849 1.880  0.077
50 C -0.339 -6.486 0.187  -0.009
51 H 1.677 -4.493 -3.674  0.077
52 H -3.893 -0.889 0.123  0.123
53 N -0.284 1.886 -0.020  -0.186
54 O 2.017 -2.713 0.538  0.041
55 H 1.723 0.184 4.518  0.107
56 C -3.077 -1.211 -2.599  -0.044
57 C -0.266 -4.645 1.912  -0.021
58 H 5.727 0.811 3.111  0.105
59 H -3.194 -1.264 -4.739  0.101
60 H -1.052 -8.872 -0.658  0.072
61 H 0.635 -4.211 2.349  0.087

HOMO-LUMO gap (spin up / spin down) (eV): 6.7 / 5.7
Energy relative to the best compared isomer or geometry (same formula, charge and spin) (eV): 0.547
Multiplicity: 2
Lowest unoccupied orbital energy (spin up / spin down) (eV): -1.035 / -2.190
HOMO (spin up / spin down) (eV): -7.765 / -7.894

=====

(4)
Below is C28H26IrNOS3 as an isolated structure in a non-equilibrium geometry, with properties calculated with ωB97M-V with the def2-TZVPD basis set.

Each line ends with the Löwdin charge.
Geometry (Å):
1 S 1.602 0.171 2.430  0.715
2 C -2.567 3.496 -1.357  -0.058
3 C -0.429 3.660 -0.267  -0.011
4 C 3.107 -0.603 2.353  -0.773
5 C 4.835 3.916 -1.227  -0.075
6 H -1.196 -6.344 1.875  0.113
7 H 3.778 0.108 4.274  0.080
8 C 4.953 -1.654 0.977  -0.098
9 H -1.046 -6.270 -0.585  0.114
10 C -2.152 2.350 -2.018  -0.063
11 H -1.331 -4.110 -1.776  0.113
12 C -1.249 -5.367 -0.027  -0.060
13 C 3.583 -1.050 1.158  -0.770
14 H -5.904 0.465 0.952  0.114
15 C -1.332 -5.404 1.357  -0.056
16 H -1.940 -2.123 1.976  0.116
17 H -0.522 0.967 -2.321  0.109
18 H -3.844 -2.336 -2.573  0.115
19 H -2.812 1.861 -2.723  0.114
20 H 5.628 2.715 0.361  0.110
21 H -6.281 -1.898 -2.600  0.114
22 H -3.453 0.047 0.973  0.112
23 H -1.647 -4.284 3.163  0.114
24 C 3.816 -0.798 3.668  -0.094
25 C -1.411 -4.162 -0.697  -0.076
26 H 5.769 4.428 -1.419  0.109
27 S -1.783 -1.471 -0.822  1.054
28 C -1.755 -3.038 1.428  -0.060
29 C -1.585 -4.245 2.084  -0.053
30 H -2.021 5.055 0.021  0.113
31 Ir 0.847 0.287 0.339  0.898
32 C -6.238 -0.694 -0.823  -0.059
33 H -7.301 -0.496 -0.842  0.113
34 H 4.855 -1.090 3.534  0.076
35 C -4.086 -0.386 0.210  -0.063
36 H -3.563 3.883 -1.527  0.112
37 C -1.671 -3.018 0.042  -0.386
38 O -1.233 -0.439 0.168  -0.678
39 C 4.756 2.948 -0.237  -0.064
40 H 3.317 -1.586 4.235  0.089
41 C -1.700 4.155 -0.487  -0.054
42 H 0.253 4.151 0.417  0.129
43 C 2.506 3.575 -1.730  -0.015
44 C 3.566 2.279 -0.005  -0.049
45 C -4.302 -1.728 -1.801  -0.076
46 C -3.535 -1.179 -0.784  -0.383
47 C -0.028 2.476 -0.893  -0.340
48 H 3.491 1.530 0.770  0.054
49 H 5.147 -1.849 -0.077  0.070
50 S 2.594 -0.993 -0.212  0.732
51 H 3.759 4.962 -2.760  0.111
52 H 1.626 3.812 -2.314  0.119
53 C 2.435 2.582 -0.754  -0.276
54 C 3.707 4.221 -1.973  -0.065
55 C -5.666 -1.482 -1.814  -0.060
56 H 5.045 -2.595 1.519  0.093
57 N 1.224 1.869 -0.573  -0.186
58 H 5.721 -0.972 1.343  0.091
59 C -0.881 1.842 -1.791  -0.059
60 C -5.452 -0.149 0.184  -0.055

HOMO-LUMO gap (spin up / spin down) (eV): 6.5 / 5.8
Energy relative to the best compared isomer or geometry (same formula, charge and spin) (eV): 0.927
Total charge: +1
Multiplicity: 2
Lowest unoccupied orbital energy (spin up / spin down) (eV): -3.886 / -4.671
HOMO (spin up / spin down) (eV): -10.374 / -10.462

=====

(5)
Below is C28H26NOPRu as an isolated structure, with properties calculated with ωB97M-V with the def2-TZVPD basis set.

Each line ends with the Löwdin charge.
Geometry (Å):
1 H 1.398 -2.523 -2.389  0.125
2 C 0.165 0.194 -1.835  -0.390
3 C -4.147 -1.850 1.618  -0.045
4 H -0.032 2.878 3.109  0.097
5 Ru -0.318 0.134 1.759  1.303
6 C -1.343 2.554 0.017  -0.055
7 C 1.515 -4.287 -1.159  -0.002
8 C -2.425 2.052 2.130  -0.141
9 H -1.816 3.539 -0.004  0.113
10 C 3.630 -0.164 -1.208  -0.068
11 H -2.719 -0.430 -3.497  0.119
12 C -3.059 0.707 1.887  -0.240
13 H -0.400 2.602 -0.521  0.082
14 C 0.964 -2.651 0.976  -0.224
15 C 0.605 -1.702 2.003  -0.385
16 C -1.076 -0.379 -2.125  -0.102
17 H 5.659 -0.030 -1.871  0.123
18 H 2.299 1.653 1.340  0.068
19 H 0.433 2.306 -4.464  0.121
20 C 5.264 1.319 -0.250  -0.033
21 H -0.804 4.135 2.129  0.113
22 N -1.104 2.154 1.422  -0.385
23 H -2.247 2.179 3.200  0.140
24 C 1.334 -2.925 -1.385  -0.037
25 O 0.694 -1.626 3.192  0.148
26 P 0.991 -0.291 -0.323  1.061
27 C -4.964 -0.723 1.592  -0.013
28 H 0.652 3.330 1.526  0.084
29 H -2.157 -2.600 1.797  0.104
30 C 1.446 -4.822 0.125  -0.012
31 H 4.599 2.551 1.377  0.120
32 H -4.584 -2.835 1.525  0.123
33 H -3.070 2.872 1.806  0.141
34 C 1.173 -4.010 1.212  0.031
35 H 1.596 -5.883 0.273  0.129
36 C -1.221 0.990 -4.095  -0.036
37 C 0.011 1.559 -3.805  -0.042
38 C -2.779 -1.714 1.771  -0.077
39 C 1.064 -2.101 -0.307  -0.291
40 H -1.761 1.298 -4.981  0.122
41 C -0.268 3.184 2.089  -0.063
42 H 1.674 1.605 -2.449  0.113
43 H -5.070 1.421 1.713  0.131
44 H 1.099 -4.415 2.213  0.140
45 C -1.763 0.019 -3.259  -0.050
46 C -2.222 -0.435 1.898  -0.211
47 C 3.034 1.293 0.627  -0.102
48 C 4.919 0.341 -1.175  -0.038
49 C -4.422 0.554 1.725  -0.005
50 C 4.325 1.796 0.653  -0.048
51 C 0.710 1.166 -2.673  -0.079
52 H 6.274 1.706 -0.229  0.124
53 H -1.994 1.830 -0.469  0.095
54 H -1.498 -1.136 -1.472  0.109
55 H 1.718 -4.942 -1.996  0.129
56 H 3.370 -0.926 -1.932  0.112
57 H -6.033 -0.838 1.475  0.126
58 C 2.682 0.316 -0.304  -0.368

HOMO-LUMO gap (spin up / spin down) (eV): 7.6 / 6.4
Total charge: +2
Multiplicity: 5
Lowest unoccupied orbital energy (spin up / spin down) (eV): -6.689 / -8.596
HOMO (spin up / spin down) (eV): -14.301 / -15.027

=====

(6)
Below is C28H27Br6N5O6 as an isolated structure in a non-equilibrium geometry, with properties calculated with ωB97M-V with the def2-TZVPD basis set.

Each line ends with the Löwdin charge.
Geometry (Å):
1 N 1.515 -3.399 -2.313  -0.350
2 H -5.308 2.438 -4.690  0.109
3 H -0.252 -0.034 6.249  0.111
4 O 7.637 0.589 -0.925  0.084
5 C -0.079 -0.886 5.608  -0.145
6 Br -4.545 -2.262 4.234  0.574
7 C -5.330 1.960 -1.312  -0.076
8 H 4.967 1.698 1.629  0.113
9 C 3.236 4.128 -1.870  -0.105
10 C 0.604 -2.216 3.984  -0.138
11 C -5.559 1.723 -2.675  -0.073
12 C 0.706 -0.897 4.483  -0.116
13 N 1.648 2.575 -1.787  0.018
14 H 3.152 0.393 2.410  0.051
15 C -0.236 -4.671 -3.496  0.006
16 H 3.798 5.015 -2.111  0.091
17 H -1.326 -2.352 6.491  0.143
18 Br -1.828 2.338 0.623  0.566
19 C 3.833 -0.108 1.740  -0.077
20 H -2.648 -0.843 3.908  -0.045
21 O -3.584 6.173 -2.182  0.083
22 C 0.116 -3.827 -2.445  -0.143
23 H -1.138 0.558 2.269  -0.068
24 C 5.830 0.152 0.398  -0.151
25 H -4.459 4.636 -3.922  0.121
26 N 6.937 0.970 -0.014  -0.363
27 Br -0.017 -0.240 0.136  0.648
28 O 2.320 -3.807 -3.102  0.104
29 Br -4.305 0.302 2.239  0.577
30 C 3.506 3.269 -0.774  -0.098
31 H -2.924 -3.211 -1.146  0.087
32 H -5.588 1.142 -0.652  0.087
33 H 1.317 -0.101 4.099  0.042
34 H 2.409 1.509 -0.064  0.029
35 C 4.894 0.679 1.285  -0.009
36 H 1.095 -2.565 3.086  0.082
37 H -0.525 -3.983 4.678  0.109
38 O -4.490 5.800 -0.278  0.089
39 C -5.226 2.651 -3.635  -0.058
40 H -1.869 -5.816 -4.341  0.108
41 N -4.189 5.467 -1.399  -0.365
42 Br 0.799 2.083 2.298  0.647
43 H -3.572 -4.742 -2.817  0.107
44 O 7.126 2.014 0.575  0.075
45 H 0.539 -5.043 -4.151  0.120
46 C -3.371 -1.151 3.162  -1.547
47 H 2.840 -2.019 1.523  0.090
48 C 3.663 -1.387 1.218  -0.074
49 C 4.554 -1.867 0.279  -0.069
50 C -4.865 3.177 -0.867  -0.042
51 H -5.859 0.700 -2.870  0.107
52 C -0.807 -3.314 -1.580  -0.036
53 H 0.818 2.052 -1.988  0.119
54 C -4.554 4.134 -1.851  -0.151
55 C -4.704 3.870 -3.199  0.001
56 H 6.329 -1.462 -0.897  0.121
57 O 1.783 -2.641 -1.402  0.038
58 C -0.621 1.037 1.448  -1.509
59 C 5.637 -1.114 -0.144  0.015
60 C -2.516 -4.509 -2.772  -0.063
61 C -2.137 -3.669 -1.730  -0.070
62 Br -2.412 -2.243 1.841  0.580
63 C -0.215 -2.961 4.793  -0.142
64 H 4.298 3.331 -0.048  0.081
65 N -0.665 -2.111 5.778  0.016
66 C 2.100 3.664 -2.477  -0.143
67 H -4.595 3.414 0.152  0.089
68 H 1.554 4.066 -3.315  0.105
69 C 2.507 2.315 -0.767  -0.190
70 C -1.558 -5.067 -3.627  -0.054
71 H -0.506 -2.730 -0.721  0.030
72 H 4.312 -2.775 -0.258  0.103

HOMO-LUMO gap (eV): 7.1
Energy relative to the best compared isomer or geometry (same formula, charge and spin) (eV): 0.000
Multiplicity: 1
Lowest unoccupied orbital energy (eV): -0.844
HOMO (eV): -7.922

=====

no.,electronic energy (eV)
1,-79329.3785
2,-41809.4225
3,-61044.6628
4,-68333.1676
5,-44848.6688
6,-469454.5834